Here is a 2-piece molecular cluster, C27H43F2N2O10P2SSi overall in a non-equilibrium geometry from OMol25. Energies are from ωB97M-V with the def2-TZVPD basis set.

Geometry (Å):
C  4.41992  -3.61865  0.18621
C  3.72678  -4.14233  1.44136
O  2.34229  -4.39373  1.25093
C  1.61742  -3.22833  0.92682
C  0.20663  -3.39805  1.47823
O  -0.50887  -2.18210  1.56694
C  -1.37094  -1.74136  0.50459
C  -2.78091  -2.31062  0.75536
C  -3.03649  -3.80277  0.52040
C  -4.40736  -4.08034  -0.16037
C  -4.28603  -5.00060  -1.35596
C  -3.67720  -6.24812  -1.23862
C  -3.54002  -7.08936  -2.32992
C  -4.01477  -6.70370  -3.57533
C  -4.64433  -5.47412  -3.69671
C  -4.78038  -4.63816  -2.60049
O  -1.56048  -0.38287  0.71285
C  -0.57854  0.63912  0.45606
C  0.89176  0.19523  0.61144
N  1.81167  1.11734  -0.02113
O  1.28861  0.04764  1.96121
C  -0.96189  1.74900  1.49740
F  -1.14303  1.11209  2.71827
F  -2.20069  2.24109  1.19230
C  0.05849  2.84898  1.64694
C  -0.48514  4.16793  2.23348
Si  0.59496  5.57686  1.59067
C  0.81909  6.95890  2.85520
C  -0.27709  6.29044  0.09578
C  2.29352  4.97035  1.04831
C  3.39712  4.85895  1.90214
C  4.61624  4.38758  1.43901
C  4.76215  4.00411  0.10895
C  3.67681  4.09856  -0.75567
C  2.46152  4.57789  -0.28548
P  -0.83774  1.47083  -1.21019
O  -0.57718  2.91814  -1.18530
O  -2.36674  1.17767  -1.52378
O  0.09628  0.66859  -2.19431
P  -0.89868  -2.28437  -1.25360
S  -2.31275  -2.04454  -2.55950
H  4.45392  -2.53030  0.16047
H  5.44058  -3.99058  0.12827
H  3.86218  -3.95219  -0.68819
H  3.83632  -3.44455  2.27794
H  4.16306  -5.09559  1.73227
H  2.05710  -2.34512  1.40320
H  1.61034  -3.05185  -0.15512
H  -0.30481  -4.19513  0.93649
H  0.32820  -3.77002  2.49617
H  -3.46670  -1.66301  0.21506
H  -2.92541  -2.08857  1.81356
H  -3.08364  -4.29675  1.49071
H  -2.28989  -4.31995  -0.07548
H  -5.08401  -4.57498  0.53626
H  -4.83271  -3.15034  -0.53131
H  -3.27913  -6.57639  -0.28539
H  -3.04319  -8.04488  -2.22733
H  -3.89993  -7.35404  -4.43101
H  -5.02419  -5.18078  -4.66618
H  -5.27643  -3.68679  -2.74005
H  1.02796  -0.78414  0.15011
H  2.22356  0.71648  -0.84945
H  2.53886  1.37112  0.63498
H  0.58558  -0.42659  2.42363
H  0.52335  3.04389  0.69155
H  0.85028  2.50520  2.30950
H  -0.39082  4.11674  3.32055
H  -1.51544  4.37103  1.95312
H  1.64241  7.60374  2.54892
H  1.02509  6.55798  3.84788
H  -0.08934  7.56097  2.88753
H  0.17307  7.21663  -0.25589
H  -0.33274  5.56613  -0.71847
H  -1.31338  6.46692  0.39734
H  3.29969  5.13092  2.94771
H  5.47251  4.31206  2.09809
H  5.70383  3.62379  -0.26476
H  3.76422  3.79823  -1.79156
H  1.64251  4.64508  -0.99072
H  -2.67342  1.90692  -2.08273
H  0.51848  1.30428  -2.83161
H  0.30058  -1.67425  -1.63884
H  -0.57719  -3.64375  -1.15022
N  1.12695  3.69090  -3.94375
O  1.17487  2.42442  -3.96171
O  2.18351  4.33040  -3.81385
O  0.03939  4.26357  -4.06217

Forces on atoms 1 to 3 (eV/Å):
C -0.17 0.14 0.11
C -0.01 -0.05 -0.09
O 0.00 -0.04 -0.08

Highest occupied orbital energy (Eh): -0.1951
ΔE to the lowest compared entry with this formula, charge and spin (kcal per mole): 0.0
Total charge: -1

Mulliken population analysis, charges in e, atoms 1 to 4:
1 C -1.023
2 C -0.207
3 O -0.474
4 C 0.060

---

Here is C27H43F2NO8S3 as an isolated structure in a non-equilibrium geometry from OMol25. Energies are from ωB97M-V with the def2-TZVPD basis set.

Geometry (Å):
C  -0.74318  4.13513  1.53609
C  -0.61035  3.19584  2.81560
O  0.13608  3.64434  3.64744
N  -1.34309  1.89474  2.79525
H  -0.92381  1.43366  1.92112
H  -1.22014  1.42601  3.66038
C  -2.81454  1.96027  2.43432
H  -1.72072  4.46747  1.41211
H  -0.42487  3.85571  0.78165
H  -0.41112  5.30336  1.82546
H  -3.33091  3.01560  2.96878
H  -3.43471  1.04333  2.78134
H  -3.01386  2.12577  1.44892
O  -0.20610  0.44948  1.00000
H  0.11730  0.12741  0.06712
F  -1.84316  3.87831  -1.93619
C  -1.35555  2.80085  -2.63305
C  -1.19580  1.53711  -2.04589
C  -0.79026  0.42338  -2.87860
C  -0.44043  0.61338  -4.16888
C  -0.71072  1.89051  -4.76109
C  -1.06521  3.06675  -4.02157
H  -1.65680  1.44969  -1.06571
H  -0.53998  -0.36904  -2.23559
H  0.08435  -0.09226  -4.71165
H  -0.51043  1.72585  -5.92555
H  -1.05110  3.88185  -4.71240
F  3.31330  6.26930  1.89072
C  2.97309  5.43007  0.85330
C  2.63771  4.05601  1.13664
C  2.27207  3.20739  0.21745
C  2.01804  3.81596  -1.07396
C  2.40032  5.10482  -1.50175
C  2.73019  5.89452  -0.42528
H  2.69127  3.88824  2.22211
H  2.16340  2.26931  0.42139
H  1.80388  3.05885  -1.72002
H  2.46015  5.64539  -2.42789
H  3.02022  6.82879  -0.58745
C  -4.47819  -1.85679  -0.68073
C  -3.21097  -1.15701  -0.66996
C  -2.28549  -2.01807  -0.17373
S  -2.84113  -3.67034  -0.50447
O  -3.16651  -4.42162  0.70761
O  -1.93114  -4.22505  -1.45885
C  -4.29647  -3.21233  -1.23878
H  -5.45585  -1.48949  -1.16676
H  -4.78847  -1.80251  0.33709
H  -3.32906  -0.30876  -0.11979
H  -2.98806  -0.96775  -1.66918
H  -2.26010  -1.95853  0.88248
H  -1.26896  -1.72893  -0.54885
H  -5.00145  -3.96057  -0.88377
H  -4.09989  -3.20009  -2.33154
C  1.12934  -3.66741  4.84333
C  0.26269  -2.53008  4.13356
C  0.83401  -2.17836  2.84607
S  1.48325  -3.63251  2.22079
O  2.86009  -3.39666  1.86707
O  0.56477  -4.15016  1.22465
C  1.39294  -4.64214  3.71093
H  0.82527  -4.10160  5.76154
H  2.25397  -3.07766  4.88939
H  -0.13528  -1.67907  4.75358
H  -0.64944  -3.09913  4.01548
H  1.57519  -1.32513  2.92242
H  -0.00529  -1.75546  2.35098
H  2.31240  -5.18572  3.81116
H  0.41958  -5.22506  3.62201
C  2.00570  -1.73424  -0.96843
C  2.82207  -0.85056  -1.85380
C  3.59743  -1.50722  -2.82131
S  2.43526  -2.71749  -3.34794
O  3.32879  -3.94414  -3.41420
O  1.85068  -2.25874  -4.54860
C  1.34258  -2.72245  -1.94145
H  1.29080  -1.10938  -0.35199
H  2.72171  -2.23845  -0.11169
H  3.51421  -0.23281  -1.21544
H  2.10091  -0.14706  -2.13437
H  4.34636  -2.11435  -2.40832
H  3.66655  -0.91501  -3.60902
H  1.53137  -3.71173  -1.64766
H  0.25932  -2.52554  -2.08418

Forces on atoms 1 to 3 (eV/Å):
C -4.64 7.02 14.78
C 1.42 3.97 -1.98
O -1.44 -2.55 0.44

Highest occupied orbital energy (Eh): -0.3344
ΔE to the lowest compared entry with this formula, charge and spin (kcal per mole): 51.0

Mulliken population analysis, charges in e, atoms 1 to 4:
1 C -0.651
2 C 0.576
3 O -0.502
4 N 0.516

---

Here is a 2-piece molecular cluster, C27H43N3O5S overall in a non-equilibrium geometry from OMol25. Energies are from ωB97M-V with the def2-TZVPD basis set.

Geometry (Å):
C  0.03216  0.38512  -3.88693
C  -0.27032  0.75081  -2.62724
C  -0.52233  -0.14712  -1.49195
C  0.01275  -1.42482  -1.44148
O  0.75925  -1.88504  -2.49162
C  2.17096  -1.96595  -2.22473
C  2.73902  -3.22667  -2.88878
C  2.03018  -3.51542  -4.21813
C  -0.21434  -2.25539  -0.29485
C  0.35824  -3.65521  -0.27518
C  -0.22738  -4.51873  -1.40808
C  -1.65089  -4.97226  -1.02170
S  -2.71995  -4.90230  -2.50598
C  -0.98040  -1.76593  0.74313
C  -1.25865  -2.61587  1.96242
C  -0.01698  -2.80186  2.85148
O  0.12894  -4.21644  3.09596
C  -0.19049  -2.12412  4.21265
N  0.11219  -0.68670  4.18564
C  -1.55897  -0.45252  0.71351
N  -2.30353  -0.04030  1.77648
C  -2.80334  1.15928  1.61994
C  -2.58569  1.98003  0.49270
C  -3.21741  3.34233  0.44048
C  -2.51540  4.38083  1.35365
C  -2.07272  5.60265  0.52192
C  -0.77786  5.25579  -0.20981
O  0.08682  6.40708  -0.32466
C  1.07380  6.16237  -1.22698
O  1.82300  5.25115  -1.12666
N  -1.84052  1.59727  -0.51745
C  -1.32284  0.33994  -0.41576
H  0.77012  0.97539  -4.42098
H  -0.44731  -0.42031  -4.42542
H  -0.37486  1.81075  -2.41761
H  2.63648  -1.11773  -2.73212
H  2.36818  -1.94124  -1.15669
H  2.50932  -4.07575  -2.24419
H  3.80640  -3.12992  -3.06934
H  1.03492  -3.91558  -4.05682
H  1.94725  -2.61932  -4.83308
H  2.56672  -4.27700  -4.78365
H  1.44241  -3.58418  -0.34781
H  0.15125  -4.16229  0.66110
H  0.42090  -5.36765  -1.62659
H  -0.33410  -3.95911  -2.33072
H  -2.05899  -4.23627  -0.33573
H  -1.66976  -5.95751  -0.56661
H  -3.88199  -4.48204  -1.98474
H  -2.05444  -2.20138  2.56942
H  -1.58517  -3.61209  1.67513
H  0.90041  -2.42008  2.39460
H  1.05639  -4.41718  3.24476
H  0.43345  -2.64091  4.94443
H  -1.21584  -2.23649  4.56439
H  -0.72892  -0.17298  3.96083
H  0.79425  -0.48877  3.46211
H  -3.42372  1.55138  2.41984
H  -3.28132  3.65197  -0.59975
H  -4.24822  3.22770  0.78317
H  -3.20671  4.71023  2.12618
H  -1.65752  3.91404  1.83644
H  -2.86077  5.74188  -0.21648
H  -1.97532  6.49365  1.13612
H  -0.25893  4.49438  0.37023
H  -0.98545  4.81616  -1.18636
H  1.10221  6.88911  -2.04517
C  2.00812  3.15617  2.19321
C  2.57841  1.85872  1.64387
C  3.40219  2.10723  0.38961
O  1.52139  0.94350  1.35579
H  1.34981  3.62244  1.45709
H  1.41470  2.96312  3.08893
H  2.79940  3.86348  2.44460
H  3.19876  1.38100  2.40385
H  2.78081  2.54483  -0.39592
H  3.80152  1.16763  0.00384
H  4.23379  2.78444  0.58897
H  0.94249  1.32458  0.68529

Forces on atoms 1 to 3 (eV/Å):
C -0.04 0.44 0.10
C -0.01 -0.29 -0.09
C -0.93 -0.05 -0.92

SMILES: C=Cc1c(OCCC)c(CCCS)c(C[C@H](O)CN)c2ncc(CCCCOC=O)nc12.CC(C)O
Highest occupied orbital energy (Eh): -0.2874
ΔE to the lowest compared entry with this formula, charge and spin (kcal per mole): 0.0

Mulliken population analysis, charges in e, atoms 1 to 4:
1 C -0.890
2 C -0.866
3 C 1.418
4 C 0.269

---

Number 1: E_tot -94878.95685 eV. Number 2: E_tot -84493.34654 eV. Number 3: E_tot -54237.60243 eV.